Entry from OMol25: 2 unconnected molecules or ions with the total composition C2 in a non-equilibrium geometry (ωB97M-V/def2-TZVPD).

* HOMO: -0.3206 Ha
* largest force on an atom: 5.9 eV Å⁻¹
* HOMO-LUMO gap: 6.3 eV
* ΔE to the lowest compared entry with this formula, charge and spin: 117.2 kcal per mole

```
! RIJCOSX wB97M-V def2-TZVPD def2/J DEFGRID3
* xyz 0 1
C 0.0000 0.0000 1.1067
C 0.0000 0.0000 -1.1067
*
```


Entry from OMol25: a molecular structure, C30H32ClIrN3SSi2 in a non-equilibrium geometry (ωB97M-V/def2-TZVPD).

* HOMO (spin up / spin down): -0.2665 / -0.3856 Ha
* largest force on an atom: 3.7 eV Å⁻¹
* HOMO-LUMO gap (spin up / spin down): 5.0 / 5.6 eV
* ⟨S²⟩: 6.019
* ΔE to the lowest compared entry with this formula, charge and spin: 0.0 kcal per mole

```
! RIJCOSX wB97M-V def2-TZVPD def2/J DEFGRID3
* xyz 1 5
C 1.1985 -1.3805 1.9932
H 1.4168 3.0414 -0.3354
Si -0.5008 0.5718 0.9808
H -2.3148 -3.9286 -0.1618
C -1.1045 3.2953 4.7402
H 1.3400 0.2743 -1.3733
H 2.3819 -3.0576 2.6580
H 3.6903 -3.4035 -1.1113
H 1.5422 -2.1837 -1.2306
H 1.6365 -6.9616 0.2106
C 1.4639 4.1358 1.6428
C 0.5367 5.0774 2.2022
C 0.4083 -5.2129 -0.1046
C 2.8040 -5.2610 -0.4509
H 3.7468 -5.8054 -0.4505
S 0.1193 2.3424 3.9980
H -0.0488 -4.3109 -3.2489
H 4.5573 -1.9244 2.2003
H -0.9855 4.2330 -0.6729
C -0.8608 1.7051 -3.5453
C -1.8979 2.0138 -2.6539
H 1.1001 0.8209 -3.7653
H 0.6588 5.5941 3.1510
Si -1.2674 -3.0816 -0.8316
H -1.5910 4.4852 6.3349
Ir -0.3223 2.8421 1.8738
H -1.5514 0.3253 2.0197
H -3.1041 3.7640 4.5340
C -2.5479 -1.9857 -3.1117
H -2.7025 2.0316 2.7985
C -1.5551 -2.8597 -2.6457
H -1.9876 -2.2054 -6.4765
C 2.4011 -2.0401 2.2553
N -2.2681 2.9663 2.7449
C 2.7685 -3.9214 -0.8353
C -0.5509 5.2212 1.3019
C -1.8722 -2.4006 -5.4060
H 2.4209 3.8386 2.0629
H -0.0477 3.6489 6.4464
C 0.9274 3.6895 0.3828
C 0.3763 -3.8667 -0.5245
C 3.6235 -0.1186 1.4536
H -0.5213 -5.7142 0.1733
C 1.2021 -0.1250 1.3793
C -0.6152 1.0684 -0.8286
H -2.8983 3.5472 2.1840
H -2.5987 1.9064 -0.6192
H 0.2537 -1.8622 2.2452
H -1.4090 5.8883 1.4238
C 0.2926 1.0748 -3.0748
N -2.2094 3.5875 4.0453
C -2.6914 -1.7456 -4.4819
C -1.7777 1.6812 -1.3055
N -0.9313 3.8040 5.9707
H 4.5677 0.3987 1.2651
C -0.7774 -3.5699 -3.5806
H -3.2109 -1.4791 -2.4129
Cl -2.0078 -1.3618 0.2212
H -0.3063 -3.8622 -5.6692
H 2.4490 1.5487 0.7575
C 1.5608 -3.2256 -0.8956
C 1.6144 -5.9089 -0.0818
H -3.4541 -1.0454 -4.8252
C -0.3413 4.3477 0.1941
C 3.6172 -1.4132 1.9804
C 2.4188 0.5271 1.1582
H -0.9561 1.9736 -4.5994
C 0.4250 0.7658 -1.7179
C -0.9264 -3.3225 -4.9501
H -2.8068 2.5079 -3.0052
*
```


Entry from OMol25: 2 unconnected molecules or ions with the total composition C5H14NS2 in a non-equilibrium geometry (ωB97M-V/def2-TZVPD).

* HOMO: -0.4602 Ha
* largest force on an atom: 4.1 eV Å⁻¹
* HOMO-LUMO gap: 9.6 eV
* ΔE to the lowest compared entry with this formula, charge and spin: 61.4 kcal per mole

```
! RIJCOSX wB97M-V def2-TZVPD def2/J DEFGRID3
* xyz 1 1
C 1.8273 0.7031 0.0596
H -1.3395 0.1280 -1.3249
H 3.5322 -1.3913 -0.6947
N -1.6944 0.2819 -0.4305
H -1.0001 -1.3220 0.8854
H -3.2602 1.2972 0.4917
H 0.6743 2.9064 0.4676
H 3.0661 -2.0210 1.0453
H -2.1723 -1.6586 -0.4249
H -2.5409 2.2892 -0.8602
C 2.8219 0.2049 0.7957
C 3.5005 -1.1274 0.4276
H 3.0607 0.6372 1.7826
H 2.0174 -0.9575 -1.7259
H -0.9783 0.9975 0.0036
C -2.8350 1.2065 -0.5483
H 4.6535 -1.0568 0.5915
S 1.3011 0.1673 -1.5767
S 0.6153 1.6588 1.0148
H -3.5066 0.8440 -1.4555
C -1.8505 -0.9464 0.3687
H -2.6262 -0.6949 1.0172
*
```


Entry from OMol25: a molecular structure, C41H44GeIrN2O5S in a non-equilibrium geometry (ωB97M-V/def2-TZVPD).

* HOMO (spin up / spin down): -0.4566 / -0.4566 Ha
* largest force on an atom: 4.9 eV Å⁻¹
* HOMO-LUMO gap (spin up / spin down): 4.6 / 4.2 eV
* ⟨S²⟩: 0.764
* ΔE to the lowest compared entry with this formula, charge and spin: 77.6 kcal per mole

```
! RIJCOSX wB97M-V def2-TZVPD def2/J DEFGRID3
* xyz 2 2
O 2.6561 -0.5615 -0.6035
C 4.3309 3.1222 -4.0284
H 3.6102 5.1113 -6.6670
H 0.0824 -1.6884 -4.8548
H 2.6695 -4.3654 -2.7360
H 4.1195 5.2448 -4.2529
S -0.7588 -1.9429 1.6615
C 3.7717 4.2051 -6.0983
C -4.4160 3.2574 -2.6924
C 8.7561 -1.3062 -5.4956
C 3.4899 -2.4418 -3.2071
H 7.7431 -3.1261 -6.0185
C 5.1499 0.4161 -1.7281
H 3.9164 0.8458 -6.5033
H -6.4976 2.7395 -2.6591
H 1.8681 1.2401 3.5640
H 0.6914 2.7757 -3.2741
C 4.0722 4.2823 -4.7459
O 1.7969 1.4221 -0.8779
C -2.0450 0.5591 1.4398
C 6.3144 -0.4686 -4.5084
C 3.2642 -1.1995 -3.7929
H 4.5514 1.2168 0.1835
H 2.2878 -1.1314 3.6715
H -3.7765 -0.5421 -2.5632
H -0.5012 0.8787 3.4213
C 1.7367 -1.2977 2.7403
C 1.4505 1.1992 2.5548
C 4.2572 1.8737 -4.6443
O -1.8117 -1.3258 -3.6059
C 8.6420 -0.0512 -4.9167
C -0.5682 1.0859 -6.5034
H 9.5008 0.6037 -4.8459
H 4.4492 -2.6651 -2.7529
H 1.0033 2.1872 -7.4723
H -0.6710 1.8645 0.6958
H 3.4814 2.9081 -7.7810
C 7.4122 0.3805 -4.4357
C -1.3935 1.0495 -2.8117
C 0.3419 2.2590 -4.1601
C 2.0323 -0.9304 -4.3860
C 0.9380 2.5745 -5.3638
H 1.7390 3.3004 -5.3925
C 2.4884 -3.4023 -3.1954
H -2.7041 1.2555 1.9697
H 9.7064 -1.6266 -5.9018
Ir 0.4758 -0.3984 0.0252
C 0.5094 1.9649 -6.5368
H 0.4495 -2.8047 3.5159
H 0.1887 1.7608 -1.9305
C 3.7060 2.9668 -6.7239
H 7.3247 1.3724 -4.0056
C -2.8655 1.4093 -2.7072
H 2.2507 -2.0663 2.1624
H 4.1501 2.2829 -1.1621
H -6.0604 0.3108 -2.5485
H -3.0330 -1.2883 1.8192
N 1.7406 -0.0874 1.9079
C -5.2357 1.0080 -2.6010
C 0.3585 -1.8005 3.1039
Ge 4.6337 0.2080 -3.6489
C -2.1130 -0.7941 2.1277
N -0.6765 1.0795 1.3443
C -3.1164 2.7859 -2.7035
C 4.2028 1.2398 -0.8580
H 1.9157 1.9780 1.9501
C 6.4206 -1.7227 -5.0866
H -0.1338 -1.1774 3.8456
C -0.7366 1.3582 -4.1094
H -4.5952 4.3237 -2.7250
H 0.4913 -3.8885 -3.8130
H -2.4159 0.4583 0.4194
H -2.1250 -0.7405 3.2147
H -2.2871 3.4813 -2.7422
H 2.6674 -0.0380 1.4908
H 5.5637 -2.3810 -5.1600
H 6.1555 0.8299 -1.6661
C -3.9329 0.5254 -2.6167
H 1.8466 0.0378 -4.8408
C 7.6554 -2.1442 -5.5720
C 2.8101 0.6706 -0.8158
H -2.0284 0.1104 -5.3012
C -0.0513 1.4566 2.6171
C -5.4824 2.3692 -2.6508
C 1.0348 -1.8977 -4.3846
H -0.9056 0.6148 -7.4159
C -1.1954 0.7961 -5.3096
H 4.5961 3.1954 -2.9810
O -0.7447 -1.1455 -1.6304
H -0.2208 2.5097 2.8470
C -1.3035 -0.7905 -2.6770
C 1.2652 -3.1318 -3.7955
C 3.9513 1.8073 -6.0032
H 5.1908 -0.6003 -1.3332
O -0.7393 1.5492 -1.7150
*
```


Entry from OMol25: 11 unconnected molecules or ions with the total composition C12H47NO11 in a non-equilibrium geometry (ωB97M-V/def2-TZVPD).

* HOMO: -0.3511 Ha
* largest force on an atom: 1.1 eV Å⁻¹
* HOMO-LUMO gap: 8.9 eV
* ΔE to the lowest compared entry with this formula, charge and spin: 0.0 kcal per mole

```
! RIJCOSX wB97M-V def2-TZVPD def2/J DEFGRID3
* xyz 0 1
H -22.5097 -24.3412 -4.2581
O -19.8234 -27.0571 -1.8845
O -21.4949 -24.6163 -11.0772
H -23.6745 -26.1911 -8.1359
H -20.7523 -21.4374 -11.2381
H -22.6126 -23.1684 -11.7609
H -23.7409 -19.0021 -5.6891
H -19.9272 -22.2744 -5.6157
O -20.2488 -24.6021 -8.5348
C -20.7521 -25.4982 -11.8935
H -22.1193 -21.9690 -4.1957
C -21.1608 -25.5592 -3.1218
H -24.5442 -27.6961 -6.4024
H -22.1088 -23.7057 -8.0895
H -18.7282 -28.2887 -0.7279
H -21.8073 -27.4511 -2.2935
H -20.4566 -28.7256 -0.8415
H -23.7257 -28.7431 -8.2699
O -23.2577 -22.4469 -11.7522
C -22.2965 -19.8120 -6.7643
H -19.3511 -29.0569 -2.1959
H -23.6980 -20.8534 -10.6149
H -22.1400 -28.7591 -7.4274
H -22.8729 -20.5696 -7.3040
O -20.7620 -22.7185 -5.4394
C -21.2401 -19.2529 -7.6765
O -25.6403 -22.4413 -8.4400
H -21.3451 -25.7754 -12.7655
H -21.0745 -24.6183 -10.2065
H -19.7282 -25.2895 -8.1068
H -20.6373 -18.5070 -7.1560
C -22.7978 -26.8327 -8.0713
H -22.0543 -26.3648 -7.4212
H -22.1155 -25.8634 -5.0741
H -20.5413 -20.0370 -7.9887
O -25.1929 -24.3999 -6.3430
H -25.1405 -24.3671 -5.3826
N -19.9248 -24.9029 -3.6173
C -20.9218 -27.0159 -2.7739
O -22.7603 -21.9098 -3.4729
H -22.3437 -26.8501 -9.0706
H -20.5305 -23.5010 -4.9032
H -24.3285 -24.0868 -6.6511
C -23.0703 -28.2181 -7.5688
C -21.6026 -20.7585 -11.1168
H -22.2608 -23.3120 -6.6119
H -21.4139 -25.0529 -2.1851
H -20.6689 -27.5921 -3.6805
H -21.6976 -18.8158 -8.5611
H -19.7056 -25.2886 -4.5404
O -23.1354 -18.7178 -6.3782
O -23.7246 -28.1887 -6.2851
H -19.1552 -25.2241 -3.0333
O -22.7537 -23.4085 -7.4393
H -19.5476 -24.0467 -12.9831
C -22.8547 -21.5314 -10.7314
H -18.8139 -24.5910 -11.4763
H -25.8242 -22.9070 -7.6134
H -24.6782 -22.4616 -8.5073
H -22.6792 -22.0912 -9.8046
H -23.2316 -25.8044 -3.6711
H -20.5697 -26.4498 -11.3667
C -19.5872 -28.3442 -1.3922
H -21.7344 -20.2692 -12.0835
H -19.6487 -23.8535 -8.6406
H -21.3608 -19.9925 -10.3754
C -22.3137 -25.4093 -4.1033
H -18.8097 -25.6602 -12.8630
H -23.2867 -21.1277 -3.6584
C -19.4088 -24.9152 -12.3370
H -21.8285 -20.2638 -5.8846
*
```


Entry from OMol25: 6 unconnected molecules or ions with the total composition C4H20N8O6 in a non-equilibrium geometry (ωB97M-V/def2-TZVPD).

* HOMO: -0.3360 Ha
* largest force on an atom: 5.3 eV Å⁻¹
* HOMO-LUMO gap: 9.5 eV
* ΔE to the lowest compared entry with this formula, charge and spin: 38.6 kcal per mole

```
! RIJCOSX wB97M-V def2-TZVPD def2/J DEFGRID3
* xyz 0 1
C -1.5317 -0.0923 3.3249
H 0.6460 -1.5899 0.0296
N -1.8511 -0.7781 -1.8826
H 4.2242 -2.1605 0.6703
O 0.0840 1.5800 -2.2569
H 0.2597 -0.0045 2.3516
O 1.0929 -2.4846 0.0477
N -0.2816 0.4882 3.0261
H 0.7675 3.2433 -4.0444
H 0.7261 -3.0297 0.7494
N -2.8228 -2.4187 -0.4462
O -4.2157 -0.9495 -1.6476
N 3.5104 -1.4730 0.9434
H 5.7867 -0.2812 1.3119
H 5.2805 1.2444 1.3507
H 0.2353 0.5185 -0.4561
C -3.0826 -1.2803 -1.3455
O 0.3912 0.0550 0.3665
H -0.5770 4.2202 -4.1411
C -0.6408 2.5687 -2.6732
H -2.4770 3.6615 -2.2885
O 2.7481 0.7282 0.7166
H -0.9292 -1.1689 -1.7737
H -2.8625 -1.4814 2.5350
H 1.3085 0.3064 0.5663
N 5.0207 0.2964 1.1457
N -1.7589 3.0726 -1.9087
O -2.0605 0.0878 4.4414
H 2.5569 -1.8834 0.8109
H -1.9138 -2.8277 -0.2165
H 0.1727 0.8938 3.8430
H -1.9545 2.5530 -1.0744
H -1.6299 -1.0160 1.4611
H -1.8837 -0.0211 -2.5298
N -0.2409 3.2998 -3.9197
N -2.1241 -0.8558 2.3123
H -3.6745 -2.9271 -0.2918
C 3.7014 -0.0943 0.8927
*
```


Entry from OMol25: 14 unconnected molecules or ions with the total composition ClH26O17 in a non-equilibrium geometry (ωB97M-V/def2-TZVPD).

* HOMO: -0.2571 Ha
* largest force on an atom: 4.1 eV Å⁻¹
* HOMO-LUMO gap: 9.7 eV
* ΔE to the lowest compared entry with this formula, charge and spin: 27.6 kcal per mole

```
! RIJCOSX wB97M-V def2-TZVPD def2/J DEFGRID3
* xyz -1 1
H -20.4549 -2.8661 0.3410
H -21.2301 -3.6233 1.4883
H -22.2517 -4.3148 4.2984
H -20.0889 -11.5692 2.9655
O -21.2004 -10.4092 0.2534
O -20.5522 -8.4080 4.9712
H -21.2503 -7.1910 -0.2195
O -22.9313 -6.7393 3.5023
O -21.7531 -3.9510 3.5866
H -23.2925 -3.1801 0.5141
H -20.1666 -4.8025 3.4418
H -19.4855 -5.3084 0.9082
H -22.6053 -5.4294 6.1711
O -18.2832 -7.1982 4.4571
H -23.3862 -3.4057 2.0046
H -20.8652 -8.2323 4.0998
H -21.1777 -10.5416 2.5576
H -19.1429 -6.7510 0.6800
O -20.4203 -3.4688 1.0635
O -21.1053 -7.6656 -1.0495
O -18.3415 -8.4305 1.6584
O -20.3892 -10.6911 3.1038
O -22.7272 -6.0758 1.0824
H -19.0724 -3.9495 4.0691
H -23.3516 -5.7839 4.8398
O -23.2884 -2.7325 1.3334
O -22.8557 -4.3832 -0.8128
H -23.3360 -4.6962 -1.5708
H -21.1124 -10.3225 -0.7124
H -19.7548 -7.9389 4.8444
H -20.1884 -7.9790 -1.0215
H -22.9186 -5.1380 -0.2767
O -19.1893 -4.7831 3.5300
H -17.4216 -6.9477 4.7954
O -23.2405 -5.0889 5.4875
Cl -22.3440 -7.0814 2.1422
H -18.7244 -6.4527 4.0667
H -19.0879 -8.4233 2.2088
O -20.8502 -7.0126 2.3241
H -21.3922 -3.1449 3.8780
H -21.7666 -9.6638 0.4455
H -18.2057 -9.3007 1.3771
O -22.6682 -8.4441 1.6749
O -18.9156 -5.9129 0.3712
*
```


> Look up the ΔE to the lowest compared entry with this formula, charge and spin of the second one.

0.0 kcal per mole


What did the fifth record say?
Entry from OMol25: 11 unconnected molecules or ions with the total composition C12H47NO11 in a non-equilibrium geometry (ωB97M-V/def2-TZVPD).

* HOMO: -0.3511 Ha
* largest force on an atom: 1.1 eV Å⁻¹
* HOMO-LUMO gap: 8.9 eV
* ΔE to the lowest compared entry with this formula, charge and spin: 0.0 kcal per mole

```
! RIJCOSX wB97M-V def2-TZVPD def2/J DEFGRID3
* xyz 0 1
H -22.5097 -24.3412 -4.2581
O -19.8234 -27.0571 -1.8845
O -21.4949 -24.6163 -11.0772
H -23.6745 -26.1911 -8.1359
H -20.7523 -21.4374 -11.2381
H -22.6126 -23.1684 -11.7609
H -23.7409 -19.0021 -5.6891
H -19.9272 -22.2744 -5.6157
O -20.2488 -24.6021 -8.5348
C -20.7521 -25.4982 -11.8935
H -22.1193 -21.9690 -4.1957
C -21.1608 -25.5592 -3.1218
H -24.5442 -27.6961 -6.4024
H -22.1088 -23.7057 -8.0895
H -18.7282 -28.2887 -0.7279
H -21.8073 -27.4511 -2.2935
H -20.4566 -28.7256 -0.8415
H -23.7257 -28.7431 -8.2699
O -23.2577 -22.4469 -11.7522
C -22.2965 -19.8120 -6.7643
H -19.3511 -29.0569 -2.1959
H -23.6980 -20.8534 -10.6149
H -22.1400 -28.7591 -7.4274
H -22.8729 -20.5696 -7.3040
O -20.7620 -22.7185 -5.4394
C -21.2401 -19.2529 -7.6765
O -25.6403 -22.4413 -8.4400
H -21.3451 -25.7754 -12.7655
H -21.0745 -24.6183 -10.2065
H -19.7282 -25.2895 -8.1068
H -20.6373 -18.5070 -7.1560
C -22.7978 -26.8327 -8.0713
H -22.0543 -26.3648 -7.4212
H -22.1155 -25.8634 -5.0741
H -20.5413 -20.0370 -7.9887
O -25.1929 -24.3999 -6.3430
H -25.1405 -24.3671 -5.3826
N -19.9248 -24.9029 -3.6173
C -20.9218 -27.0159 -2.7739
O -22.7603 -21.9098 -3.4729
H -22.3437 -26.8501 -9.0706
H -20.5305 -23.5010 -4.9032
H -24.3285 -24.0868 -6.6511
C -23.0703 -28.2181 -7.5688
C -21.6026 -20.7585 -11.1168
H -22.2608 -23.3120 -6.6119
H -21.4139 -25.0529 -2.1851
H -20.6689 -27.5921 -3.6805
H -21.6976 -18.8158 -8.5611
H -19.7056 -25.2886 -4.5404
O -23.1354 -18.7178 -6.3782
O -23.7246 -28.1887 -6.2851
H -19.1552 -25.2241 -3.0333
O -22.7537 -23.4085 -7.4393
H -19.5476 -24.0467 -12.9831
C -22.8547 -21.5314 -10.7314
H -18.8139 -24.5910 -11.4763
H -25.8242 -22.9070 -7.6134
H -24.6782 -22.4616 -8.5073
H -22.6792 -22.0912 -9.8046
H -23.2316 -25.8044 -3.6711
H -20.5697 -26.4498 -11.3667
C -19.5872 -28.3442 -1.3922
H -21.7344 -20.2692 -12.0835
H -19.6487 -23.8535 -8.6406
H -21.3608 -19.9925 -10.3754
C -22.3137 -25.4093 -4.1033
H -18.8097 -25.6602 -12.8630
H -23.2867 -21.1277 -3.6584
C -19.4088 -24.9152 -12.3370
H -21.8285 -20.2638 -5.8846
*
```


> The lowest largest force on an atom belongs to which entry?

C12H47NO11


> The highest largest force on an atom belongs to which entry?

C2